{"formula": "H4N3O3", "method": "the ωB97M-V functional and the def2-TZVPD basis", "smiles": "NO[N+](=O)ON", "total_charge": 1, "homo_ev": [-15.784, -15.784], "e_tot_ev": -10660.98472, "lumo_energy_ev": [-6.41, -6.41], "relative_energy_kcal_mol": 20.9, "species": ["O", "H", "H", "H", "H", "O", "N", "N", "N", "O"], "coordinates": [[-0.681, -0.231, 0.240], [1.690, -1.396, 0.118], [-2.458, 0.723, 0.306], [-2.535, -0.949, 0.461], [2.634, -0.499, -1.100], [-0.373, 1.821, -0.121], [-2.109, -0.121, 0.098], [2.152, -0.560, -0.266], [0.056, 0.751, -0.042], [1.624, 0.460, 0.306]]}